Entry 1:
Below is C2H3FO2S in the gas phase at a distorted geometry, with properties calculated with ωB97M-V/def2-TZVPD.

Properties
LUMO, Eh: 0.02195
Total charge: 0
Energy, a.u.: -726.4356
Spin multiplicity: 1
SMILES: O=S1(=O)C[C@@H]1F
Strongest force on any atom, eV/A: 2.59

Element x y z (Å)
1 O -1.45810 -1.36091 -0.92550
2 S -1.03018 -0.33246 -0.00077
3 O -1.88011 0.42077 0.89943
4 C 0.63705 -0.37303 0.61453
5 C 0.36091 0.54417 -0.63348
6 F 0.71309 1.87761 -0.54544
7 H 1.29193 -1.22296 0.62376
8 H 0.69431 0.20498 1.64415
9 H 0.67111 0.24185 -1.67668

Force components x, y, z for each atom (eV/Å):
0.1 0.5 1.0
0.0 1.0 0.3
0.1 -0.8 -0.8
-0.5 1.2 1.7
1.4 0.6 -1.4
-0.8 -0.8 0.5
0.2 -0.3 -0.5
-0.3 -1.0 -2.4
-0.3 -0.3 1.4

natural (NBO) atomic charge list, values in e, 6 entries:
1. O -0.87
2. S 2.10
3. O -0.88
4. C -0.70
5. C -0.08
6. F -0.32

Entry 2:
Below is 3 unconnected molecules or ions with the total composition C2H3FOS at a distorted geometry, with properties calculated with ωB97M-V/def2-TZVPD.

Properties
LUMO, Eh: -0.02122
Total charge: 0
Energy, a.u.: -651.0767
Spin multiplicity: 1
Strongest force on any atom, eV/A: 5.05

Element x y z (Å)
1 C -0.57783 -0.15899 -0.26663
2 C 0.88853 -0.28315 0.34228
3 H -1.68727 1.24438 -0.75852
4 H 1.66133 1.25628 0.17281
5 H 0.77803 -0.43369 1.81879
6 O -0.76059 1.18315 -0.47989
7 F 1.38324 -1.45973 -0.68564
8 S -1.68544 -1.34827 -0.14320

Force components x, y, z for each atom (eV/Å):
1.6 1.3 2.7
0.0 0.7 -0.3
-0.1 0.4 0.0
-1.7 -4.4 0.2
0.8 -0.3 -5.0
-0.6 -1.9 -0.5
-0.5 3.3 3.7
0.6 0.9 -0.7

natural (NBO) atomic charge list, values in e, 6 entries:
1. C 0.11
2. C -0.03
3. H 0.50
4. H 0.21
5. H 0.27
6. O -0.65

Calculated values (kcal/mol) of energy above the lowest of the compared OMol25 structures with the same formula, charge and spin for the records, taken in order: 60.52; 141.83.